No. 1
C38H76Cl38 | ωB97M-V/def2-TZVPD

Structure (XYZ):
```
152
Properties=species:S:1:pos:R:3:forces:R:3:mulliken_charge:R:1
Cl 1.3523 -4.3539 16.2265 0.363 1.094 -0.107 -0.031
C 0.7088 -5.9686 16.3372 -1.793 -0.212 -0.622 -0.534
C -0.2862 -6.2516 15.1988 0.066 -0.375 -0.741 -0.589
Cl -1.7810 -5.2307 15.2426 0.530 -0.180 0.275 -0.174
H 0.0364 -5.9732 17.1950 0.742 -0.336 0.543 0.297
H 1.5790 -6.6244 16.3652 -0.464 -0.306 0.110 0.311
H -0.6649 -7.2733 15.2284 0.175 -0.014 0.394 0.389
H 0.1029 -6.1337 14.1875 0.295 0.254 0.206 0.317
Cl 6.0969 -4.6542 13.2076 -0.255 0.666 0.180 -0.230
C 4.9737 -3.2134 13.0308 -0.670 -1.665 -0.228 -0.515
C 3.9069 -3.2001 14.1332 0.648 1.361 -0.139 -0.553
Cl 4.5798 -2.4357 15.5927 0.491 0.028 0.819 0.164
H 4.4614 -3.4634 12.1018 0.014 0.288 -0.071 0.353
H 5.5796 -2.3187 12.8873 -0.253 -0.061 0.463 0.347
H 3.4469 -4.1391 14.4410 0.338 -0.012 -0.444 0.338
H 3.1619 -2.4380 13.9046 -0.256 -0.483 -0.614 0.192
Cl 11.7882 -2.2600 14.5110 0.256 0.634 -0.060 -0.196
C 10.4806 -3.3781 14.8416 -0.315 -0.855 0.795 -0.448
C 9.0895 -2.9216 14.4210 0.829 -1.291 -0.366 -0.314
Cl 8.4473 -1.5075 15.2117 0.101 0.921 0.287 -0.088
H 10.5210 -3.6743 15.8898 -0.066 0.418 0.168 0.220
H 10.7616 -4.2988 14.3302 -0.405 0.063 -0.352 0.394
H 8.3769 -3.6975 14.7008 0.191 -0.202 -0.435 0.076
H 9.1632 -2.8029 13.3400 -0.627 0.318 0.055 0.342
Cl 4.1414 7.7487 20.4627 0.633 0.109 -0.020 -0.220
C 2.6379 6.8270 20.4915 -1.255 0.429 0.216 -0.536
C 2.5320 5.9910 21.7440 0.462 -0.429 0.580 0.331
Cl 0.9601 5.1745 21.8772 -0.229 -0.048 -0.362 -0.151
H 2.4853 6.2311 19.5916 0.445 -0.065 0.037 0.246
H 1.8794 7.6096 20.4718 -0.195 -0.244 0.117 0.428
H 2.6245 6.5259 22.6892 0.095 0.422 -0.337 0.311
H 3.2920 5.2106 21.7814 -0.075 0.072 -0.245 -0.449
Cl 8.3071 -0.3053 20.4426 0.164 0.047 0.055 0.250
C 8.9435 -0.7847 18.8174 -1.141 0.622 0.312 -0.624
C 9.6911 -2.0557 18.8879 0.311 -1.329 -0.176 0.038
Cl 8.5113 -3.4425 19.1621 0.770 0.596 0.039 -0.154
H 9.5107 0.0575 18.4212 0.086 -0.154 0.087 0.359
H 8.0107 -0.9190 18.2696 0.374 0.072 -0.406 0.053
H 10.4746 -2.1019 19.6443 -0.357 0.070 0.244 0.019
H 10.1927 -2.2879 17.9484 -0.269 0.156 -0.162 0.125
Cl -2.2730 -4.1831 22.7063 -0.355 -0.544 -0.069 -0.210
C -1.8974 -3.6989 21.0418 1.467 0.512 -0.352 -0.376
C -0.4271 -3.2119 21.0222 -0.321 -0.368 0.427 0.762
Cl 0.8629 -4.5352 21.2586 -1.132 0.825 -0.349 -0.181
H -2.5550 -2.8593 20.8166 0.210 0.057 -0.064 0.246
H -2.0431 -4.4522 20.2676 -0.249 -0.375 0.531 0.376
H -0.3065 -2.5638 21.8903 0.276 0.101 -0.295 -0.163
H -0.2141 -2.6912 20.0887 0.168 -0.144 0.095 -0.498
Cl -0.2735 3.0404 24.4167 -0.039 -0.416 0.171 -0.184
C 1.1407 2.4005 25.2846 0.958 0.193 0.158 -0.141
C 2.4528 3.0814 24.7601 -1.049 -1.051 0.928 0.557
Cl 2.4479 4.7796 25.2751 0.163 0.306 0.007 -0.146
H 1.1758 1.3115 25.3167 0.077 -0.109 -1.244 -0.060
H 1.0050 2.5427 26.3567 0.042 0.971 -0.045 0.455
H 2.5853 3.0465 23.6787 -0.258 -0.077 0.129 -0.278
H 3.2855 2.5747 25.2479 0.070 0.167 -0.111 -0.272
Cl 4.3422 -6.2836 16.9027 -0.234 0.689 0.306 -0.221
C 4.1104 -4.9309 18.0916 0.518 -0.394 1.337 0.239
C 5.3476 -4.7979 18.9674 0.333 0.355 0.129 -0.112
Cl 5.5594 -6.1928 20.1024 0.150 -0.019 -0.804 -0.200
H 3.3372 -5.2001 18.8111 -0.502 -0.104 -0.609 0.310
H 3.8846 -3.9895 17.5908 0.055 -0.343 -0.133 -0.222
H 5.3104 -3.9871 19.6950 -0.597 0.325 -0.343 -0.145
H 6.2266 -4.5827 18.3598 0.165 -0.671 0.119 0.306
Cl 0.4978 -1.3689 24.3315 -0.583 -0.416 0.746 -0.051
C -0.6513 -1.5640 25.7602 0.556 0.797 0.030 -0.742
C -1.0082 -2.9808 26.1315 0.005 -0.224 -0.370 -0.065
Cl 0.3926 -3.9392 26.7735 -0.695 0.522 -0.426 -0.193
H -1.5253 -0.9774 25.4770 -0.127 -0.332 -0.062 0.365
H -0.1786 -1.0219 26.5793 0.129 -0.202 -0.029 0.395
H -1.4632 -3.4405 25.2542 0.507 -0.455 0.031 -0.081
H -1.7777 -3.0302 26.9020 0.171 0.408 0.119 0.392
Cl 8.1160 0.5949 25.0095 -0.226 0.059 -0.125 -0.216
C 6.4555 0.2013 24.4075 0.743 0.104 0.240 0.443
C 5.4571 0.3386 25.5577 -0.139 -0.213 -0.501 -0.600
Cl 3.9201 -0.2731 24.9088 -0.702 -0.070 -0.039 -0.080
H 6.4907 -0.7903 23.9563 -0.024 -0.235 0.540 -0.091
H 6.3029 0.8612 23.5534 -0.451 0.371 0.426 -0.144
H 5.2989 1.3626 25.8963 0.207 0.001 -0.238 0.336
H 5.6212 -0.2845 26.4369 0.653 0.049 -0.283 0.372
Cl 5.4189 4.4202 23.1413 0.821 0.533 0.448 -0.056
C 6.4774 5.8346 23.6328 -0.448 0.672 -0.433 -0.460
C 5.7331 6.7908 24.5880 -0.383 -2.255 0.147 -0.106
Cl 6.7023 8.1605 24.8876 1.177 1.735 0.086 -0.202
H 6.7602 6.3677 22.7250 -0.358 -0.088 -0.180 0.302
H 7.4315 5.5052 24.0444 -0.443 -0.408 0.268 0.209
H 5.6698 6.2852 25.5516 -0.490 -0.089 -0.103 0.246
H 4.7409 7.1067 24.2656 0.164 -0.252 -0.215 0.109
Cl 11.1863 1.7264 20.3753 0.139 0.362 0.348 -0.160
C 11.1622 2.9936 21.6500 1.069 -0.945 1.234 -0.459
C 9.7858 3.1496 22.1957 -1.838 1.438 -0.959 -0.053
Cl 9.7387 4.1567 23.6981 0.326 -0.246 -0.427 -0.237
H 11.6617 3.8818 21.2633 -0.644 0.087 -0.130 0.345
H 11.7469 2.7029 22.5228 0.556 -0.570 -0.412 0.311
H 9.1380 2.2954 22.3926 0.893 -0.450 0.085 0.034
H 9.2465 3.6972 21.4228 -0.403 0.276 0.234 0.191
Cl 3.4756 0.9975 21.7142 -0.094 0.102 -0.151 0.288
C 4.6707 -0.0797 20.9499 0.197 -0.259 -0.767 0.111
C 4.4449 -0.2352 19.4021 -0.579 0.032 0.468 -0.473
Cl 2.7792 -0.8270 18.9352 0.697 -0.033 0.405 0.160
H 4.6699 -0.9785 21.5665 -0.398 -0.410 -0.615 -0.040
H 5.6630 0.3229 21.1534 -0.062 0.374 -0.468 -0.234
H 5.1282 -0.9140 18.8918 0.184 -0.106 0.551 0.402
H 4.4916 0.7126 18.8659 0.240 0.137 0.490 -0.092
Cl 2.6648 -5.5892 25.0019 -0.107 -0.206 -0.176 -0.156
C 4.0677 -5.4451 23.9229 0.286 0.288 -0.230 -0.478
C 4.3852 -3.9707 23.7922 0.268 -0.269 -0.198 -0.362
Cl 5.7026 -3.7853 22.5601 -0.024 0.198 0.458 -0.139
H 3.9126 -5.9235 22.9558 -0.221 -0.114 0.249 0.293
H 4.9221 -5.8629 24.4553 -0.149 -0.428 -0.298 0.374
H 4.7425 -3.7486 24.7978 0.106 1.005 -0.349 0.337
H 3.5951 -3.3187 23.4198 -0.128 -0.288 0.439 0.130
Cl -2.5010 -1.9359 17.7066 -0.247 0.250 -0.194 -0.247
C -0.8391 -1.5892 17.0925 -0.373 0.037 0.717 0.787
C -0.7270 -1.7064 15.5885 0.546 -0.604 0.528 0.294
Cl -1.5652 -0.3676 14.7936 -0.126 0.062 -0.178 -0.200
H -0.2989 -2.3025 17.7150 0.642 -0.057 -0.813 -0.255
H -0.5632 -0.5881 17.4238 -0.162 -0.051 -0.060 -0.381
H -1.0811 -2.6656 15.2108 -0.229 0.261 0.066 0.030
H 0.3308 -1.6522 15.3314 0.024 0.203 -0.046 -0.055
Cl 0.5599 1.9895 17.1286 0.160 -0.561 -0.603 -0.119
C -0.0203 2.7374 18.6333 -0.293 0.079 -1.243 -0.634
C 0.5112 2.0765 19.8285 0.592 -0.068 1.051 0.510
Cl -0.0518 0.3896 20.0822 -0.184 0.553 -0.027 0.060
H -1.1085 2.6854 18.5968 0.109 0.398 -0.003 0.462
H 0.4104 3.7321 18.5179 -0.541 0.195 0.600 0.307
H 0.1864 2.6897 20.6691 0.032 -0.329 0.273 0.123
H 1.6010 2.0793 19.8106 -0.072 -0.283 0.098 -0.744
Cl 4.0138 3.5056 19.4504 -1.002 -0.952 -0.114 0.218
C 5.3497 4.5878 19.5379 1.377 0.814 0.424 0.387
C 6.1855 4.6186 18.3034 -0.087 0.318 -0.891 -0.784
Cl 7.2700 3.1887 18.0666 -0.540 0.475 0.163 -0.137
H 5.9945 4.3346 20.3795 -0.329 -0.022 0.203 -0.112
H 4.9495 5.5926 19.6731 0.147 -0.142 0.103 -0.431
H 6.7883 5.5267 18.3016 0.308 -0.246 0.150 0.422
H 5.5130 4.7235 17.4520 0.237 -0.365 -0.266 0.377
Cl 8.4622 -2.8410 24.7602 0.216 -0.513 0.023 -0.137
C 10.1190 -3.0306 24.0813 -0.094 -0.358 0.095 -0.597
C 10.0492 -2.6887 22.6097 -0.082 0.777 0.895 0.066
Cl 11.7380 -2.6925 22.0110 -0.261 0.083 -0.247 -0.252
H 10.5257 -4.0294 24.2397 -0.369 -0.008 0.259 0.383
H 10.7229 -2.3034 24.6241 0.066 -0.106 -0.228 0.324
H 9.6418 -1.6790 22.6602 0.263 0.138 -0.917 0.019
H 9.4079 -3.3134 21.9879 0.241 -0.135 0.199 0.197
Cl 3.4077 0.3210 13.2145 0.028 0.032 -0.128 -0.181
C 3.3635 1.1369 14.7822 0.654 0.274 1.845 -0.053
C 4.7294 1.7842 15.2005 -0.809 -1.542 -1.313 0.349
Cl 5.2054 2.7962 13.8489 0.598 1.089 -0.168 -0.223
H 3.1851 0.3489 15.5139 -0.290 0.039 0.041 -0.172
H 2.5497 1.8610 14.8203 0.094 -0.091 -0.279 0.366
H 5.4489 0.9655 15.2101 0.112 0.093 0.290 -0.029
H 4.7540 2.3167 16.1513 -0.401 0.018 -0.179 -0.051
```
Forces are in eV/Å.

Output
- charge = 0
- energy relative to the best compared isomer or geometry (same formula, charge and spin) (eV) = 2.595
- molar mass (g/mol) = 1880.240
- max |F| (Eh/bohr) = 0.049



No. 2
C5H10O3 | ωB97M-V/def2-TZVPD

Structure (XYZ):
```
18
Properties=species:S:1:pos:R:3:forces:R:3:mulliken_charge:R:1
C -1.5147 0.6031 0.0309 1.639 0.017 -0.127 0.698
C 0.6168 -1.7183 -0.0671 -0.320 -0.193 0.294 -1.246
C 2.4330 0.1469 -0.0014 -0.973 -0.588 -0.150 -1.405
C 0.9129 -0.2533 -0.0077 1.425 1.132 0.201 0.977
C 0.0411 0.7531 0.0674 -1.386 -0.997 -0.451 -0.844
O -2.0966 1.7959 -0.4237 0.388 0.510 0.004 -0.614
O -1.9411 -0.4285 -0.8002 0.148 -0.360 0.342 -0.478
O -1.9854 0.3818 1.3242 -0.663 0.536 -0.011 -0.530
H -2.6068 1.1158 1.4511 0.038 -0.230 0.397 0.326
H -1.5062 2.1229 -1.1197 -0.417 0.048 0.130 0.321
H -2.7881 -0.6904 -0.4082 0.094 -0.126 -0.304 0.348
H 0.3691 1.7793 0.1955 0.068 -0.036 -0.063 0.392
H -0.3507 -1.9622 0.3810 0.103 0.107 -0.304 0.319
H 1.3640 -2.2856 0.4980 0.077 0.167 -0.174 0.442
H 0.6304 -2.0664 -1.1039 -0.017 -0.060 0.097 0.255
H 3.0578 -0.7294 -0.1977 -0.091 0.104 0.026 0.377
H 2.7293 0.5550 0.9690 -0.084 0.002 -0.123 0.323
H 2.6352 0.8803 -0.7877 -0.030 -0.033 0.215 0.339
```
Forces are in eV/Å.

Output
- charge = 0
- structure (SMILES) = CC(C)=CC(O)(O)O
- energy relative to the best compared isomer or geometry (same formula, charge and spin) (eV) = 1.110
- molar mass (g/mol) = 118.132
- max |F| (Eh/bohr) = 0.036



No. 3
C19H28BF4O2Pb | ωB97M-V/def2-TZVPD

Structure (XYZ):
```
55
Properties=species:S:1:pos:R:3:forces:R:3:mulliken_charge:R:1
O 1.7376 -7.6682 -1.4349 0.168 -0.978 0.049 -0.383
C 1.0534 -8.6650 -0.6414 -0.640 0.097 0.489 -0.429
C 2.0323 -9.7887 -0.9723 0.214 0.582 -0.293 -0.821
H 0.0321 -8.8505 -1.0059 0.189 0.245 0.193 0.283
H 1.0443 -8.3871 0.4223 -0.200 0.040 -0.277 0.250
C 2.7223 -8.6756 -1.8224 0.517 -0.634 -0.169 1.573
H 1.6064 -10.6134 -1.5605 0.252 0.207 0.285 0.296
H 2.6308 -10.1417 -0.1209 -0.229 -0.018 -0.372 0.291
C 2.7031 -8.9496 -3.3182 0.008 0.154 -0.059 -1.635
H 1.7006 -9.2335 -3.6581 0.144 0.124 0.079 0.378
H 3.3940 -9.7629 -3.5744 -0.111 0.105 0.147 0.377
H 3.0285 -8.0572 -3.8620 -0.124 -0.067 0.002 0.368
C 4.1128 -8.3002 -1.3406 0.013 0.127 -0.036 -1.680
H 4.1179 -8.1228 -0.2592 -0.027 0.036 -0.199 0.369
H 4.4486 -7.3948 -1.8563 -0.020 -0.036 0.140 0.369
H 4.8320 -9.0974 -1.5627 -0.163 0.053 0.019 0.397
Pb -0.2496 -0.0881 0.0142 -0.567 0.223 0.138 1.403
C 1.2587 1.4571 1.6773 0.094 -0.826 0.303 -0.478
C 0.0167 1.1368 2.2843 -0.137 0.084 2.278 -0.433
C -0.0749 -0.2593 2.5411 2.018 0.443 0.232 -1.202
H -0.8353 1.7903 2.5554 1.159 -0.350 -0.366 0.475
C 1.1682 -0.8279 2.0696 0.904 0.375 0.620 -0.325
C 2.0027 0.2384 1.5149 -2.502 -0.624 1.640 -0.813
H 2.9757 0.1418 1.0885 0.414 -0.137 -0.220 0.420
H 1.5646 2.4169 1.2516 -0.314 -0.339 0.389 0.491
H -0.9674 -0.7793 2.8844 0.369 0.075 0.171 0.533
H 1.4803 -1.8743 2.1995 -0.190 0.475 -0.241 0.536
C 0.0675 1.9168 -1.7409 0.392 0.721 -1.335 -0.305
C 1.3600 1.3640 -1.5920 -0.161 0.283 -0.374 -0.791
C 1.3222 0.0230 -2.0720 -1.786 -0.292 -1.091 -0.406
H 2.2244 1.8840 -1.1192 -0.808 -0.538 -0.647 0.392
C -0.0607 -0.2584 -2.5075 1.595 1.560 -0.384 -0.616
C -0.8286 0.9348 -2.2521 0.579 -0.076 -0.981 -1.267
H -1.9324 1.0469 -2.3001 1.015 -0.046 -0.244 0.467
H -0.1603 2.9830 -1.5932 0.016 -1.022 0.204 0.733
H 2.1674 -0.6446 -2.1777 -0.083 -0.034 0.134 0.537
H -0.4349 -1.1845 -2.9184 0.050 -0.060 0.096 0.528
O -0.0497 -2.3945 -0.3356 -0.091 -1.624 0.149 -0.291
C 1.2370 -3.0495 -0.6296 -1.708 0.394 0.215 -0.418
C 1.0332 -4.4242 -0.0135 -0.078 0.099 0.252 -0.403
H 2.0633 -2.4415 -0.2105 -0.538 -0.360 -0.085 0.206
H 1.2722 -3.0214 -1.7239 0.364 -0.311 0.135 0.335
C -0.5083 -4.6177 -0.0200 -0.028 -0.023 -0.175 -0.616
H 1.3784 -4.3701 1.0299 0.053 -0.289 -0.269 0.252
H 1.5764 -5.1809 -0.5853 -0.156 -0.170 0.350 0.208
C -1.0629 -3.2517 0.3362 2.009 0.969 -0.666 -0.439
H -0.8706 -5.3678 0.6872 0.163 -0.223 -0.287 0.368
H -0.8239 -4.8285 -1.0485 -0.039 -0.342 0.238 0.267
H -1.0419 -3.0282 1.4205 -0.065 -0.124 -0.424 0.247
H -2.0212 -2.9408 -0.1116 0.312 -0.463 0.260 0.264
F -1.0790 1.9783 0.4215 -1.729 4.199 0.123 -0.256
B -1.2186 3.5996 0.5646 -0.330 -1.842 -0.255 0.443
F 0.0204 4.2271 0.3574 -1.092 -0.574 0.502 -0.346
F -2.0891 3.8587 -0.5399 0.559 0.289 1.792 -0.336
F -1.6991 3.7152 1.9186 0.343 0.463 -2.175 -0.365
```
Forces are in eV/Å.

Output
- charge = -1
- energy relative to the best compared isomer or geometry (same formula, charge and spin) (eV) = 2.484
- molar mass (g/mol) = 582.435
- max |F| (Eh/bohr) = 0.088